This record from the Open Molecules 2025 dataset describes a 15-piece molecular cluster, C72H186N12O27 overall. The level of theory is ωB97M-V/def2-TZVPD.

Each atom is followed by the atoms it is bonded to, with distances in Å.
Element x y z (Å)
1 O -2.208 1.796 4.249  H2 0.957, H3 0.957
2 H -2.116 1.168 4.965  O1 0.957
3 H -2.016 1.289 3.460  O1 0.957
4 O 3.391 1.975 8.533  H5 0.957, H6 0.957
5 H 3.389 1.244 7.916  O4 0.957
6 H 4.108 2.536 8.237  O4 0.957
7 O -0.397 5.000 3.266  H8 0.957, H9 0.957
8 H -1.324 4.941 3.497  O7 0.957
9 H -0.009 4.201 3.622  O7 0.957
10 C -1.746 2.673 0.819  O11 1.424, H19 1.090, H20 1.090, H21 1.090
11 O -1.310 1.379 1.226  C10 1.424, C12 1.396
12 C -2.289 0.394 1.092  O11 1.396, C13 1.595, H22 1.090, H23 1.090
13 C -1.803 -0.927 1.842  C12 1.595, N14 1.508, H24 1.090, H25 1.090
14 N -0.743 -1.648 1.049  C13 1.508, C15 1.464, H26 1.010
15 C 0.432 -1.929 1.877  N14 1.464, C16 1.557, H27 1.090, H28 1.090
16 C 0.255 -3.026 2.967  C15 1.557, O17 1.449, H29 1.090, H30 1.090
17 O 1.600 -3.259 3.453  C16 1.449, C18 1.457
18 C 1.623 -4.177 4.583  O17 1.457, H31 1.090, H32 1.090, H33 1.090
19 H -0.879 3.278 0.552  C10 1.090
20 H -2.250 3.187 1.637  C10 1.090
21 H -2.460 2.594 -0.001  C10 1.090
22 H -2.504 0.252 0.033  C12 1.090
23 H -3.255 0.676 1.510  C12 1.090
24 H -2.598 -1.624 2.109  C13 1.090
25 H -1.412 -0.596 2.804  C13 1.090
26 H -0.503 -1.091 0.241  N14 1.010
27 H 0.917 -1.036 2.272  C15 1.090
28 H 1.129 -2.385 1.174  C15 1.090
29 H -0.256 -3.882 2.526  C16 1.090
30 H -0.331 -2.447 3.681  C16 1.090
31 H 2.686 -4.349 4.750  C18 1.090
32 H 1.192 -5.101 4.196  C18 1.090
33 H 0.981 -3.890 5.416  C18 1.090
34 C 5.844 1.005 -0.449  O35 1.421, H43 1.090, H44 1.090, H45 1.090
35 O 5.406 -0.311 -0.141  C34 1.421, C36 1.419
36 C 5.101 -0.433 1.239  O35 1.419, C37 1.543, H46 1.090, H47 1.090
37 C 4.544 -1.831 1.581  C36 1.543, N38 1.452, H48 1.090, H49 1.090
38 N 5.644 -2.767 1.427  C37 1.452, C39 1.462, H50 1.010
39 C 5.474 -4.166 1.817  N38 1.462, C40 1.626, H51 1.090, H52 1.090
40 C 5.300 -4.316 3.426  C39 1.626, O41 1.422, H53 1.090, H54 1.090
41 O 5.232 -5.665 3.872  C40 1.422, C42 1.444
42 C 6.532 -6.272 4.038  O41 1.444, H55 1.090, H56 1.090, H57 1.090
43 H 6.796 1.231 0.031  C34 1.090
44 H 5.316 1.797 0.083  C34 1.090
45 H 5.922 1.143 -1.528  C34 1.090
46 H 4.410 0.357 1.532  C36 1.090
47 H 5.988 -0.263 1.849  C36 1.090
48 H 3.679 -2.018 0.945  C37 1.090
49 H 4.125 -1.936 2.582  C37 1.090
50 H 6.064 -2.657 0.515  N38 1.010
51 H 6.403 -4.604 1.450  C39 1.090
52 H 4.567 -4.604 1.401  C39 1.090
53 H 4.280 -3.947 3.541  C40 1.090
54 H 5.908 -3.679 4.070  C40 1.090
55 H 7.153 -6.029 3.176  C42 1.090
56 H 6.473 -7.350 4.184  C42 1.090
57 H 6.967 -5.882 4.958  C42 1.090
58 C 1.904 5.557 8.886  O59 1.430, H67 1.090, H68 1.090, H69 1.090
59 O 1.651 6.203 7.636  C58 1.430, C60 1.446
60 C 2.761 6.581 6.789  O59 1.446, C61 1.513, H70 1.090, H71 1.090
61 C 2.366 7.450 5.616  C60 1.513, N62 1.420, H72 1.090, H73 1.090
62 N 1.633 8.596 6.024  C61 1.420, C63 1.439, H74 1.010
63 C 2.583 9.600 6.422  N62 1.439, C64 1.510, H75 1.090, H76 1.090
64 C 1.891 10.903 6.741  C63 1.510, O65 1.444, H77 1.090, H78 1.090
65 O 1.138 10.815 7.971  C64 1.444, C66 1.459
66 C 0.501 12.072 8.347  O65 1.459, H79 1.090, H80 1.090, H81 1.090
67 H 2.529 6.135 9.566  C58 1.090
68 H 2.321 4.571 8.680  C58 1.090
69 H 0.918 5.398 9.322  C58 1.090
70 H 3.042 5.580 6.463  C60 1.090
71 H 3.576 6.974 7.397  C60 1.090
72 H 1.657 6.861 5.034  C61 1.090
73 H 3.186 7.589 4.912  C61 1.090
74 H 0.966 8.321 6.730  N62 1.010
75 H 3.203 9.780 5.543  C63 1.090
76 H 3.315 9.344 7.188  C63 1.090
77 H 1.169 11.087 5.946  C64 1.090
78 H 2.518 11.794 6.749  C64 1.090
79 H 0.281 12.724 7.501  C66 1.090
80 H 1.269 12.581 8.930  C66 1.090
81 H -0.308 11.967 9.069  C66 1.090
82 C 0.621 3.169 -4.045  O83 1.438, H91 1.090, H92 1.090, H93 1.090
83 O -0.565 3.734 -3.459  C82 1.438, C84 1.410
84 C -0.401 5.056 -2.998  O83 1.410, C85 1.563, H94 1.090, H95 1.090
85 C -1.717 5.524 -2.295  C84 1.563, N86 1.493, H96 1.090, H97 1.090
86 N -2.524 6.320 -3.268  C85 1.493, C87 1.444, H98 1.010
87 C -3.019 5.544 -4.380  N86 1.444, C88 1.525, H99 1.090, H100 1.090
88 C -3.903 6.416 -5.266  C87 1.525, O89 1.435, H101 1.090, H102 1.090
89 O -5.127 6.659 -4.559  C88 1.435, C90 1.413
90 C -5.870 7.758 -5.046  O89 1.413, H103 1.090, H104 1.090, H105 1.090
91 H 1.364 2.766 -3.357  C82 1.090
92 H 1.218 3.910 -4.575  C82 1.090
93 H 0.353 2.423 -4.793  C82 1.090
94 H -0.046 5.676 -3.821  C84 1.090
95 H 0.495 5.193 -2.393  C84 1.090
96 H -1.464 6.130 -1.425  C85 1.090
97 H -2.330 4.722 -1.884  C85 1.090
98 H -3.358 6.567 -2.754  N86 1.010
99 H -3.508 4.611 -4.099  C87 1.090
100 H -2.215 5.215 -5.038  C87 1.090
101 H -4.119 5.822 -6.154  C88 1.090
102 H -3.333 7.322 -5.472  C88 1.090
103 H -5.922 7.729 -6.135  C90 1.090
104 H -5.416 8.678 -4.678  C90 1.090
105 H -6.846 7.787 -4.562  C90 1.090
106 C -0.127 -3.886 -4.780  O107 1.355, H115 1.090, H116 1.090, H117 1.090
107 O 0.570 -3.500 -5.876  C106 1.355, C108 1.411
108 C 1.921 -3.146 -5.672  O107 1.411, C109 1.535, H118 1.090, H119 1.090
109 C 2.506 -2.838 -7.057  C108 1.535, N110 1.458, H120 1.090, H121 1.090
110 N 2.260 -1.480 -7.527  C109 1.458, C111 1.489, H122 1.010
111 C 0.904 -1.149 -8.044  N110 1.489, C112 1.530, H123 1.090, H124 1.090
112 C 0.703 -1.462 -9.528  C111 1.530, O113 1.471, H125 1.090, H126 1.090
113 O -0.480 -0.745 -10.026  C112 1.471, C114 1.424
114 C -0.737 -1.003 -11.403  O113 1.424, H127 1.090, H128 1.090, H129 1.090
115 H 0.343 -4.705 -4.236  C106 1.090
116 H -1.085 -4.214 -5.183  C106 1.090
117 H -0.350 -3.186 -3.975  C106 1.090
118 H 2.359 -3.987 -5.134  C108 1.090
119 H 2.178 -2.263 -5.086  C108 1.090
120 H 2.292 -3.460 -7.926  C109 1.090
121 H 3.580 -2.960 -6.923  C109 1.090
122 H 2.685 -0.905 -6.813  N110 1.010
123 H 0.845 -0.069 -7.912  C111 1.090
124 H 0.286 -1.694 -7.329  C111 1.090
125 H 0.619 -2.537 -9.685  C112 1.090
126 H 1.572 -1.195 -10.130  C112 1.090
127 H -0.901 -2.045 -11.677  C114 1.090
128 H 0.050 -0.554 -12.009  C114 1.090
129 H -1.675 -0.483 -11.598  C114 1.090
130 C 4.400 -0.297 5.640  O131 1.447, H139 1.090, H140 1.090, H141 1.090
131 O 3.439 -0.374 6.718  C130 1.447, C132 1.416
132 C 2.153 -0.883 6.414  O131 1.416, C133 1.558, H142 1.090, H143 1.090
133 C 1.235 -0.768 7.667  C132 1.558, N134 1.481, H144 1.090, H145 1.090
134 N 0.800 0.602 8.021  C133 1.481, C135 1.433, H146 1.010
135 C -0.003 0.790 9.193  N134 1.433, C136 1.491, H147 1.090, H148 1.090
136 C -0.545 2.178 9.173  C135 1.491, O137 1.446, H149 1.090, H150 1.090
137 O -1.783 2.178 8.426  C136 1.446, C138 1.433
138 C -2.138 3.398 7.764  O137 1.433, H151 1.090, H152 1.090, H153 1.090
139 H 4.747 -1.281 5.326  C130 1.090
140 H 5.233 0.338 5.942  C130 1.090
141 H 3.962 0.168 4.756  C130 1.090
142 H 2.226 -1.954 6.224  C132 1.090
143 H 1.711 -0.384 5.552  C132 1.090
144 H 1.709 -1.303 8.489  C133 1.090
145 H 0.247 -1.194 7.486  C133 1.090
146 H 1.608 1.197 8.135  N134 1.010
147 H 0.570 0.510 10.077  C135 1.090
148 H -0.874 0.144 9.311  C135 1.090
149 H 0.188 2.929 8.878  C136 1.090
150 H -0.777 2.496 10.190  C136 1.090
151 H -1.407 3.594 6.980  C138 1.090
152 H -2.215 4.282 8.398  C138 1.090
153 H -3.068 3.244 7.215  C138 1.090
154 C -3.930 1.609 -3.435  O155 1.373, H163 1.090, H164 1.090, H165 1.090
155 O -4.710 0.514 -3.717  C154 1.373, C156 1.438
156 C -5.040 -0.342 -2.610  O155 1.438, C157 1.488, H166 1.090, H167 1.090
157 C -6.174 -1.167 -3.106  C156 1.488, N158 1.488, H168 1.090, H169 1.090
158 N -6.441 -2.373 -2.276  C157 1.488, C159 1.454, H170 1.010
159 C -7.384 -3.296 -2.885  N158 1.454, C160 1.573, H171 1.090, H172 1.090
160 C -7.804 -4.381 -1.826  C159 1.573, O161 1.357, H173 1.090, H174 1.090
161 O -6.774 -5.115 -1.335  C160 1.357, C162 1.420
162 C -7.204 -6.181 -0.501  O161 1.420, H175 1.090, H176 1.090, H177 1.090
163 H -4.336 2.104 -2.553  C154 1.090
164 H -3.950 2.232 -4.329  C154 1.090
165 H -2.884 1.346 -3.276  C154 1.090
166 H -5.444 0.154 -1.727  C156 1.090
167 H -4.159 -0.913 -2.318  C156 1.090
168 H -5.921 -1.510 -4.110  C157 1.090
169 H -7.070 -0.547 -3.148  C157 1.090
170 H -5.550 -2.822 -2.433  N158 1.010
171 H -6.942 -3.752 -3.771  C159 1.090
172 H -8.290 -2.854 -3.298  C159 1.090
173 H -8.610 -5.016 -2.196  C160 1.090
174 H -8.273 -3.846 -1.001  C160 1.090
175 H -7.874 -5.919 0.318  C162 1.090
176 H -6.276 -6.538 -0.055  C162 1.090
177 H -7.664 -7.029 -1.009  C162 1.090
178 C -6.057 -5.203 -10.537  O179 1.412, H187 1.090, H188 1.090, H189 1.090
179 O -5.242 -4.067 -10.344  C178 1.412, C180 1.422
180 C -5.500 -2.907 -11.125  O179 1.422, C181 1.558, H190 1.090, H191 1.090
181 C -4.668 -1.678 -10.650  C180 1.558, N182 1.497, H192 1.090, H193 1.090
182 N -5.061 -1.182 -9.293  C181 1.497, C183 1.422, H194 1.010
183 C -4.157 -0.223 -8.758  N182 1.422, C184 1.536, H195 1.090, H196 1.090
184 C -4.036 -0.476 -7.248  C183 1.536, O185 1.417, H197 1.090, H198 1.090
185 O -3.239 0.584 -6.750  C184 1.417, C186 1.457
186 C -2.116 0.229 -5.891  O185 1.457, H199 1.090, H200 1.090, H201 1.090
187 H -5.707 -6.024 -9.911  C178 1.090
188 H -6.012 -5.535 -11.575  C178 1.090
189 H -7.126 -5.031 -10.412  C178 1.090
190 H -6.501 -2.582 -10.841  C180 1.090
191 H -5.402 -3.002 -12.206  C180 1.090
192 H -4.730 -0.960 -11.468  C181 1.090
193 H -3.582 -1.740 -10.716  C181 1.090
194 H -5.096 -2.002 -8.705  N182 1.010
195 H -4.422 0.798 -9.034  C183 1.090
196 H -3.143 -0.335 -9.140  C183 1.090
197 H -3.392 -1.353 -7.168  C184 1.090
198 H -4.913 -0.653 -6.626  C184 1.090
199 H -2.421 -0.303 -4.990  C186 1.090
200 H -1.704 1.176 -5.543  C186 1.090
201 H -1.325 -0.300 -6.423  C186 1.090
202 C 1.714 2.926 5.455  O203 1.440, H211 1.090, H212 1.090, H213 1.090
203 O 1.857 3.201 4.048  C202 1.440, C204 1.385
204 C 1.410 2.143 3.274  O203 1.385, C205 1.550, H214 1.090, H215 1.090
205 C 1.751 2.420 1.788  C204 1.550, N206 1.447, H216 1.090, H217 1.090
206 N 1.433 1.227 1.033  C205 1.447, C207 1.429, H218 1.010
207 C 1.988 1.266 -0.283  N206 1.429, C208 1.602, H219 1.090, H220 1.090
208 C 1.813 -0.083 -1.129  C207 1.602, O209 1.442, H221 1.090, H222 1.090
209 O 0.399 -0.363 -1.166  C208 1.442, C210 1.405
210 C -0.288 -0.033 -2.346  O209 1.405, H223 1.090, H224 1.090, H225 1.090
211 H 1.857 3.804 6.084  C202 1.090
212 H 2.458 2.195 5.770  C202 1.090
213 H 0.736 2.545 5.750  C202 1.090
214 H 0.360 1.888 3.411  C204 1.090
215 H 1.935 1.203 3.441  C204 1.090
216 H 2.812 2.664 1.726  C205 1.090
217 H 1.224 3.332 1.506  C205 1.090
218 H 0.441 1.062 1.127  N206 1.010
219 H 3.043 1.533 -0.219  C207 1.090
220 H 1.577 2.043 -0.928  C207 1.090
221 H 2.432 -0.823 -0.621  C208 1.090
222 H 2.218 0.032 -2.134  C208 1.090
223 H 0.194 -0.555 -3.172  C210 1.090
224 H -0.156 1.039 -2.494  C210 1.090
225 H -1.346 -0.284 -2.270  C210 1.090
226 C -1.140 -7.029 3.408  O227 1.411, H235 1.090, H236 1.090, H237 1.090
227 O -1.946 -6.210 2.590  C226 1.411, C228 1.455
228 C -1.504 -6.259 1.205  O227 1.455, C229 1.571, H238 1.090, H239 1.090
229 C -2.569 -5.700 0.194  C228 1.571, N230 1.449, H240 1.090, H241 1.090
230 N -2.629 -4.252 0.229  C229 1.449, C231 1.456, H242 1.010
231 C -3.601 -3.725 -0.718  N230 1.456, C232 1.564, H243 1.090, H244 1.090
232 C -2.933 -3.625 -2.128  C231 1.564, O233 1.456, H245 1.090, H246 1.090
233 O -3.880 -3.122 -3.113  C232 1.456, C234 1.375
234 C -3.521 -3.105 -4.440  O233 1.375, H247 1.090, H248 1.090, H249 1.090
235 H -1.204 -8.069 3.090  C226 1.090
236 H -1.276 -7.082 4.489  C226 1.090
237 H -0.100 -6.741 3.251  C226 1.090
238 H -1.198 -7.245 0.855  C228 1.090
239 H -0.551 -5.731 1.170  C228 1.090
240 H -3.511 -6.224 0.359  C229 1.090
241 H -2.306 -6.113 -0.780  C229 1.090
242 H -1.681 -3.904 0.230  N230 1.010
243 H -3.767 -2.672 -0.489  C231 1.090
244 H -4.578 -4.205 -0.668  C231 1.090
245 H -2.517 -4.604 -2.365  C232 1.090
246 H -2.137 -2.880 -2.128  C232 1.090
247 H -2.642 -2.486 -4.619  C234 1.090
248 H -4.362 -2.808 -5.065  C234 1.090
249 H -3.259 -4.115 -4.755  C234 1.090
250 C 8.864 3.505 6.043  O251 1.400, H259 1.090, H260 1.090, H261 1.090
251 O 7.602 2.996 5.712  C250 1.400, C252 1.461
252 C 7.257 3.315 4.329  O251 1.461, C253 1.538, H262 1.090, H263 1.090
253 C 5.920 2.662 3.936  C252 1.538, N254 1.477, H264 1.090, H265 1.090
254 N 4.755 3.317 4.562  C253 1.477, C255 1.474, H266 1.010
255 C 4.721 4.755 4.237  N254 1.474, C256 1.557, H267 1.090, H268 1.090
256 C 4.641 5.148 2.733  C255 1.557, O257 1.448, H269 1.090, H270 1.090
257 O 5.949 5.188 2.112  C256 1.448, C258 1.451
258 C 5.921 5.623 0.728  O257 1.451, H271 1.090, H272 1.090, H273 1.090
259 H 9.658 2.945 5.549  C250 1.090
260 H 8.962 3.403 7.124  C250 1.090
261 H 8.906 4.583 5.884  C250 1.090
262 H 7.999 2.986 3.602  C252 1.090
263 H 7.313 4.392 4.170  C252 1.090
264 H 5.850 1.587 4.099  C253 1.090
265 H 5.781 2.734 2.857  C253 1.090
266 H 3.897 2.939 4.186  N254 1.010
267 H 5.610 5.199 4.683  C255 1.090
268 H 3.829 5.170 4.707  C255 1.090
269 H 4.170 6.112 2.541  C256 1.090
270 H 3.970 4.416 2.285  C256 1.090
271 H 5.592 4.769 0.136  C258 1.090
272 H 6.889 5.983 0.381  C258 1.090
273 H 5.250 6.479 0.654  C258 1.090
274 C 1.157 -3.878 -1.004  O275 1.392, H283 1.090, H284 1.090, H285 1.090
275 O 0.818 -4.936 -1.843  C274 1.392, C276 1.480
276 C 1.647 -6.148 -1.654  O275 1.480, C277 1.568, H286 1.090, H287 1.090
277 C 0.964 -7.264 -2.518  C276 1.568, N278 1.475, H288 1.090, H289 1.090
278 N -0.408 -7.456 -2.011  C277 1.475, C279 1.483, H290 1.010
279 C -1.135 -8.452 -2.834  N278 1.483, C280 1.583, H291 1.090, H292 1.090
280 C -2.682 -8.321 -2.521  C279 1.583, O281 1.386, H293 1.090, H294 1.090
281 O -3.163 -7.092 -2.946  C280 1.386, C282 1.455
282 C -4.588 -7.012 -2.670  O281 1.455, H295 1.090, H296 1.090, H297 1.090
283 H 1.107 -2.975 -1.613  C274 1.090
284 H 2.094 -3.981 -0.458  C274 1.090
285 H 0.367 -3.873 -0.253  C274 1.090
286 H 1.579 -6.474 -0.616  C276 1.090
287 H 2.682 -5.898 -1.886  C276 1.090
288 H 1.523 -8.199 -2.489  C277 1.090
289 H 0.980 -6.994 -3.574  C277 1.090
290 H -0.859 -6.592 -1.747  N278 1.010
291 H -0.813 -9.480 -2.667  C279 1.090
292 H -0.975 -8.148 -3.868  C279 1.090
293 H -2.828 -8.477 -1.452  C280 1.090
294 H -3.172 -9.150 -3.031  C280 1.090
295 H -4.740 -6.812 -1.609  C282 1.090
296 H -5.228 -7.867 -2.888  C282 1.090
297 H -5.021 -6.173 -3.214  C282 1.090

The energy above the lowest of the compared OMol25 structures with the same formula, charge and spin comes out at 10.3 kcal per mole. For the LUMO energy, the calculation gives 0.3 eV.